Entry 1:
{
  "formula": "C51H77F6N11O10",
  "method": "ωB97M-V with the def2-TZVPD basis set",
  "gap_ev": 9.2,
  "multiplicity": 1,
  "e_tot_ha": -3943.3334,
  "species": ["C", "O", "N", "C", "C", "H", "H", "H", "H", "H", "H", "H", "C", "O", "N", "C", "C", "H", "H", "H", "H", "H", "H", "H", "C", "O", "N", "C", "C", "H", "H", "H", "H", "H", "H", "H", "C", "O", "N", "C", "C", "H", "H", "H", "H", "H", "H", "H", "C", "O", "N", "C", "C", "H", "H", "H", "H", "H", "H", "H", "C", "O", "N", "C", "C", "H", "H", "H", "H", "H", "H", "H", "C", "C", "O", "C", "O", "C", "F", "F", "F", "H", "H", "H", "H", "H", "C", "C", "O", "C", "O", "C", "F", "F", "F", "H", "H", "H", "H", "H", "N", "C", "C", "C", "C", "C", "H", "H", "H", "H", "H", "N", "C", "C", "C", "C", "C", "H", "H", "H", "H", "H", "N", "C", "C", "C", "C", "C", "H", "H", "H", "H", "H", "N", "C", "C", "C", "C", "C", "H", "H", "H", "H", "H", "N", "C", "C", "C", "C", "C", "H", "H", "H", "H", "H"],
  "coordinates": [[-4.1905, 0.5108, 0.5141], [-3.6286, 0.5845, 1.6276], [-5.3721, 1.1287, 0.1801], [-6.0139, 2.0242, 1.1549], [-5.6315, 1.5350, -1.1531], [-3.7582, -0.1684, -0.2803], [-6.8958, 2.4178, 0.6402], [-5.4375, 2.8974, 1.4925], [-6.2340, 1.4729, 2.0595], [-6.6643, 1.3657, -1.3974], [-5.3683, 2.6604, -1.3207], [-4.9506, 0.9586, -1.8086], [-1.0852, 0.4746, -1.4616], [-1.9106, 1.2700, -1.8940], [-0.2196, 0.7594, -0.5099], [0.7046, -0.1879, 0.0417], [-0.2303, 2.1085, 0.1692], [-1.1647, -0.6671, -1.6777], [0.2330, -0.6881, 0.8736], [1.6554, 0.2163, 0.2334], [0.8353, -0.9896, -0.7667], [-0.5969, 2.0122, 1.2106], [0.7182, 2.6659, 0.2938], [-0.9351, 2.6900, -0.3530], [-2.4554, 5.2998, -1.5670], [-2.2292, 5.9332, -0.5201], [-1.6045, 4.8851, -2.5535], [-0.1908, 4.9938, -2.4559], [-2.1277, 4.2068, -3.6899], [-3.5281, 5.0404, -1.7901], [0.0773, 5.8047, -1.7353], [0.2783, 5.2830, -3.3494], [0.3270, 4.0178, -2.2326], [-1.8772, 4.6847, -4.6436], [-1.7308, 3.1468, -3.7505], [-3.2147, 4.2732, -3.6504], [3.9455, -3.0277, 0.9461], [4.4230, -2.7486, -0.1308], [4.5175, -3.7408, 1.8833], [5.8535, -4.2776, 1.7248], [3.8269, -3.9240, 3.1584], [2.8823, -2.7969, 1.0903], [5.7979, -5.3699, 2.1049], [6.6536, -3.7578, 2.2973], [6.1239, -4.3194, 0.6315], [4.1105, -3.1427, 3.8742], [2.7250, -3.9286, 3.1118], [4.1949, -4.9056, 3.5023], [-0.1353, 4.2823, 3.3177], [1.0631, 4.5138, 3.1367], [-1.1510, 5.0610, 2.9200], [-2.5343, 4.7266, 3.2233], [-0.9397, 6.4357, 2.4771], [-0.4487, 3.3784, 3.8722], [-2.7552, 3.7714, 2.6844], [-3.1046, 5.5228, 2.7660], [-2.7150, 4.6315, 4.2846], [-1.6684, 7.1750, 2.8894], [0.0663, 6.7079, 2.9173], [-0.9369, 6.5614, 1.3839], [1.9296, -2.7337, -2.5834], [1.0160, -1.9486, -2.6353], [1.9330, -4.0293, -2.9257], [3.1201, -4.8431, -2.6948], [0.8119, -4.6739, -3.5627], [2.8459, -2.4740, -2.0306], [3.0059, -5.6227, -1.9149], [3.9295, -4.1889, -2.3692], [3.4348, -5.3567, -3.6715], [1.0958, -5.7002, -3.6198], [-0.0586, -4.7044, -2.8840], [0.6526, -4.1787, -4.5967], [-2.0196, -6.2721, 3.5753], [-1.6327, -5.3584, 2.4515], [-1.5136, -6.1466, 1.2381], [-0.3529, -6.5482, 0.7766], [0.7333, -6.1898, 1.1340], [-0.6924, -7.3883, -0.5044], [-1.2450, -6.5129, -1.4865], [0.4363, -7.8077, -1.1464], [-1.5041, -8.3608, -0.1831], [-2.8839, -6.9031, 3.2455], [-2.4579, -5.6774, 4.4378], [-1.2065, -6.8389, 3.9874], [-0.7726, -4.6796, 2.6189], [-2.4855, -4.6572, 2.3224], [5.0614, 1.6586, -1.8096], [4.1485, 0.3708, -1.9347], [3.4493, 0.6155, -3.2185], [2.3553, 1.3691, -3.2981], [1.6708, 1.7125, -2.3737], [2.1517, 1.9525, -4.7754], [3.1762, 2.8674, -5.0599], [2.3574, 0.9646, -5.7027], [0.9449, 2.4708, -4.8695], [4.3947, 2.4826, -1.8409], [5.8701, 1.6775, -2.6158], [5.5116, 1.6148, -0.8031], [3.4253, 0.4012, -1.1570], [4.7186, -0.5067, -1.8846], [5.5374, 5.5036, -0.1653], [4.9759, 5.8013, 1.0275], [3.6310, 5.7646, 1.4320], [2.7653, 5.3983, 0.3893], [3.2952, 5.0873, -0.8728], [4.6933, 5.0677, -1.1570], [5.6489, 6.1122, 1.7432], [3.2785, 5.9024, 2.3963], [1.6614, 5.3203, 0.5841], [2.5714, 4.7415, -1.6246], [5.1433, 4.8082, -2.1399], [-3.9643, -0.5697, -3.7344], [-2.9338, -1.2861, -3.5882], [-1.7710, -1.1061, -4.3569], [-1.7873, -0.2186, -5.4031], [-3.0052, 0.4762, -5.5766], [-4.0333, 0.2643, -4.7548], [-2.8469, -1.9721, -2.7532], [-0.8979, -1.6542, -4.2400], [-0.9254, -0.1697, -5.9722], [-3.0203, 1.2019, -6.3621], [-4.9542, 0.8251, -4.7655], [4.3746, 0.0636, 3.1358], [5.0598, 0.9896, 2.4959], [4.4650, 2.1666, 1.9604], [3.0647, 2.3847, 2.1035], [2.3493, 1.3826, 2.8005], [3.0614, 0.2948, 3.2572], [6.1146, 0.8968, 2.3903], [5.1277, 2.9147, 1.3879], [2.5957, 3.2771, 1.7743], [1.3064, 1.4498, 2.9953], [2.4952, -0.4946, 3.7836], [-4.9201, -2.1827, 0.4447], [-4.9649, -2.8365, -0.6953], [-5.0389, -4.2206, -0.7682], [-5.0560, -4.9656, 0.4166], [-5.0584, -4.2302, 1.5478], [-4.9369, -2.8800, 1.5501], [-4.9104, -2.2359, -1.5810], [-4.9574, -4.7036, -1.7001], [-5.3187, -6.0530, 0.3231], [-5.2020, -4.7318, 2.5389], [-4.8497, -2.3042, 2.5088], [0.3887, -2.1045, 4.2149], [-0.3919, -1.8747, 3.1010], [-1.3899, -0.9758, 3.0399], [-1.6491, -0.0594, 4.1449], [-0.8366, -0.3395, 5.2296], [0.0751, -1.3239, 5.2253], [-0.2989, -2.5498, 2.2706], [-1.9429, -0.9702, 2.1164], [-2.4137, 0.7906, 4.1099], [-0.8747, 0.3126, 6.0655], [0.7371, -1.4900, 6.0744]]
}



Entry 2:
{
  "formula": "C4H8F3N3OS2",
  "method": "ωB97M-V with the def2-TZVPD basis set",
  "gap_ev": [7.6, 7.6],
  "multiplicity": 1,
  "e_tot_ha": -1492.5206,
  "species": ["C", "C", "C", "C", "N", "N", "N", "O", "F", "F", "F", "S", "S", "H", "H", "H", "H", "H", "H", "H", "H"],
  "coordinates": [[0.9238, 1.5053, -0.3082], [-0.1302, -2.1634, 0.7674], [-0.9004, 0.4924, 1.1196], [-0.0707, 1.1306, 2.3096], [-1.0163, 0.6017, -1.2636], [-0.2559, 0.7401, -0.0806], [-2.2059, 1.2516, 1.1793], [-2.0839, 2.4059, 0.7194], [0.3268, 2.3521, 2.0599], [0.9529, 0.2731, 2.5129], [-0.7556, 1.2097, 3.4313], [-3.3834, 0.6574, 2.0551], [-1.4997, -1.2726, 1.6227], [1.4919, 1.0946, -1.3240], [0.5530, 2.5255, -0.3887], [1.6770, 1.3931, 0.4946], [0.3874, -1.2808, 0.3120], [-0.3203, -2.8493, -0.1368], [0.3416, -2.8798, 1.5333], [-1.3811, -0.3579, -1.3724], [-1.7530, 1.2900, -1.3352]]
}